{
  "formula": "C3H9NO4S2",
  "method": "the ωB97M-V functional and the def2-TZVPD basis",
  "elements": ["C", "C", "C", "N", "O", "O", "O", "O", "S", "S", "H", "H", "H", "H", "H", "H", "H", "H", "H"],
  "coordinates": [[1.157676, -1.751915, -0.954039], [1.633537, -0.526470, -0.273973], [0.621369, 0.486770, -0.057315], [0.988044, 1.604171, 0.583265], [-2.911452, -0.337647, 0.073589], [-2.224548, -0.007455, 2.470727], [-1.753446, 1.725463, 0.876050], [-0.577566, -0.319341, 0.879995], [-0.293504, 0.774697, -1.652816], [-1.861371, 0.294181, 1.141814], [0.103084, -2.072670, -0.591720], [0.989027, -1.700871, -2.073648], [1.919126, -2.544540, -0.744380], [2.156392, -0.882788, 0.667921], [2.436492, 0.038725, -0.676660], [-2.854864, 0.003108, -0.851093], [1.547770, 1.581676, 1.494160], [0.180971, 2.099839, 0.770900], [-1.256738, 1.535067, -1.082777]],
  "atomic_forces_ev_per_a": [[-1.350, -2.241, -1.572], [1.065, -0.922, 2.106], [0.879, 0.275, 3.155], [2.447, -0.099, 1.737], [0.305, 0.065, 0.356], [-1.453, -0.942, 0.297], [-0.734, -0.323, -0.545], [2.417, -2.509, -0.962], [-1.209, 0.411, -4.620], [-1.798, 3.036, 0.766], [1.999, 0.382, -0.114], [0.616, 0.183, 1.135], [-0.993, 0.303, -0.400], [-1.095, 0.715, -0.400], [0.893, 0.126, -1.357], [0.180, -0.035, 1.079], [-0.564, -0.456, -1.908], [-1.965, 1.960, 0.456], [0.362, 0.071, 0.787]],
  "mulliken_spin": [0.0053, -0.0385, 0.2809, 0.0127, 0.0039, 0.0097, 0.0034, 0.0576, 1.6312, 0.0200, 0.0005, -0.0081, 0.0049, 0.0044, 0.0239, -0.0013, 0.0079, 0.0017, -0.0202],
  "s_squared": 2.006,
  "energy_ha": -1271.56369,
  "spin_multiplicity": 3,
  "homo_lumo_gap_ev": [5.57, 6.98],
  "homo_energy_ha": [-0.1904, -0.3915]
}

---

{
  "formula": "C3H4FNS2",
  "method": "the ωB97M-V functional and the def2-TZVPD basis",
  "elements": ["F", "C", "C", "S", "C", "N", "S", "H", "H", "H", "H"],
  "coordinates": [[1.563198, -0.871866, 1.165888], [1.517359, 0.561900, 1.080819], [0.309398, 0.884445, 0.203401], [0.599483, 0.067994, -1.425981], [-0.768771, -0.988751, -1.173378], [-1.543065, -0.754037, -0.223001], [-1.404686, 0.446895, 0.760035], [1.506236, 1.064116, 2.030660], [2.557391, 0.870376, 0.702765], [0.339615, 1.925098, 0.206554], [-1.135241, -1.718318, -1.881884]],
  "atomic_forces_ev_per_a": [[0.157, 1.460, 0.732], [1.163, -1.765, -0.862], [1.496, -0.632, 0.309], [-0.288, 0.672, 0.304], [-0.430, -0.062, -0.550], [-2.043, -2.739, -0.888], [1.664, 1.964, 1.567], [-0.635, -0.382, 0.943], [-1.697, -0.372, -0.310], [-0.161, 2.064, -0.903], [0.773, -0.208, -0.341]],
  "nbo_charge": [-0.3813, 0.0219, -0.5506, 0.2558, -0.0805, -0.6257, 0.5475, 0.1795, 0.1836, 0.2269, 0.2228],
  "energy_ha": -1067.65326,
  "smiles": "FC[C@H]1SC=NS1",
  "homo_lumo_gap_ev": 8.91,
  "homo_energy_ha": -0.3062,
  "relative_energy_kj_mol": 69.2
}

---

{
  "formula": "C4H9O6PS",
  "method": "the ωB97M-V functional and the def2-TZVPD basis",
  "elements": ["O", "S", "O", "C", "C", "C", "C", "P", "O", "O", "O", "O", "H", "H", "H", "H", "H", "H", "H", "H", "H"],
  "coordinates": [[-3.206200, 1.133431, 1.487427], [-2.426664, 0.467989, 0.487259], [-2.256859, 1.582590, -0.693562], [-1.028648, 1.463429, -1.443474], [-0.669628, 0.037026, -1.849294], [0.272701, -0.692472, -0.882533], [-0.110130, -0.620947, 0.627223], [1.362712, -0.619251, 1.673832], [1.104834, -0.541413, 3.113988], [2.238844, 0.588933, 1.094252], [2.094653, -1.956458, 1.185357], [-0.860576, 0.529331, 1.013993], [-0.219734, 1.933032, -0.889458], [-1.199959, 2.062630, -2.335872], [-1.562727, -0.558388, -2.031252], [-0.155084, 0.105907, -2.808671], [0.268115, -1.752678, -1.140617], [1.298124, -0.357039, -1.030586], [-0.658469, -1.526353, 0.896653], [2.873355, 0.862649, 1.762564], [2.841339, -2.141948, 1.762769]],
  "atomic_forces_ev_per_a": [[-0.109, -0.018, 0.015], [0.049, 0.443, 0.056], [0.289, -0.345, 0.221], [-0.240, 0.183, -0.511], [0.358, 0.037, 0.123], [-0.220, -0.266, 0.249], [0.356, -0.212, -0.713], [-0.471, 0.104, 0.614], [0.330, -0.053, -0.065], [-0.100, -0.255, -0.181], [-0.169, 0.219, -0.211], [-0.058, -0.089, -0.056], [0.038, -0.011, 0.124], [-0.145, 0.001, 0.023], [-0.181, 0.103, 0.007], [0.019, -0.084, -0.025], [0.129, -0.009, -0.031], [-0.049, 0.237, 0.003], [-0.078, -0.032, 0.085], [0.106, 0.345, 0.159], [0.147, -0.297, 0.115]],
  "nbo_charge": [-0.8923, 1.7478, -0.7066, -0.0847, -0.4503, -0.4330, -0.3054, 2.3298, -1.0725, -0.9868, -0.9848, -0.7102, 0.1974, 0.2035, 0.2200, 0.2300, 0.2275, 0.2219, 0.2238, 0.5140, 0.5111],
  "energy_ha": -1348.86609,
  "homo_lumo_gap_ev": 10.46,
  "homo_energy_ha": -0.3749,
  "relative_energy_kj_mol": 0.0
}